Computed, not measured: a single C22H33F3N4O molecule, with the ωB97M-V functional and the def2-TZVPD basis.

The geometry in XYZ format:
```
63
Properties=species:S:1:pos:R:3:lowdin_charge:R:1
C 4.073 -3.066 -5.061 -0.08
C 3.054 -1.924 -5.179 -0.25
N 2.782 -1.178 -3.967 -0.19
C 3.901 -0.423 -3.428 -0.26
C 4.440 0.611 -4.408 -0.08
C 2.114 -1.958 -2.950 -0.12
C 1.250 -1.078 -2.046 -0.42
O 1.217 0.132 -2.137 0.07
N 0.478 -1.736 -1.141 -0.06
C 0.551 -3.133 -0.781 -0.16
C 1.226 -3.289 0.586 -0.16
C 0.469 -2.478 1.636 -0.15
C 0.384 -1.014 1.189 -0.30
N -0.212 -0.177 2.214 -0.13
C 0.094 1.236 2.082 -0.15
C -0.281 1.958 3.383 -0.14
N -1.691 1.783 3.664 -0.10
C -2.621 2.686 3.198 -0.21
C -2.362 4.066 3.250 -0.01
C -3.301 4.993 2.854 -0.07
C -4.548 4.598 2.395 -0.03
C -4.820 3.241 2.349 -0.13
C -6.147 2.732 1.871 -0.58
F -6.825 2.085 2.843 0.13
F -6.022 1.840 0.867 0.13
F -6.966 3.692 1.421 0.14
C -3.884 2.295 2.737 0.04
C -1.992 0.371 3.746 -0.14
C -1.635 -0.349 2.440 -0.16
C -0.296 -0.959 -0.194 -0.09
H 4.178 -3.561 -6.023 0.07
H 5.048 -2.686 -4.765 0.06
H 3.750 -3.803 -4.328 0.06
H 3.398 -1.214 -5.933 0.10
H 2.100 -2.331 -5.529 0.11
H 4.722 -1.086 -3.094 0.11
H 3.519 0.105 -2.553 0.11
H 5.110 1.289 -3.885 0.07
H 3.613 1.185 -4.817 0.08
H 4.992 0.150 -5.223 0.06
H 2.827 -2.516 -2.314 0.13
H 1.456 -2.675 -3.447 0.13
H 1.087 -3.702 -1.537 0.11
H -0.473 -3.522 -0.724 0.13
H 1.246 -4.343 0.866 0.11
H 2.256 -2.932 0.520 0.12
H 0.971 -2.534 2.602 0.12
H -0.533 -2.895 1.750 0.11
H 1.410 -0.648 1.058 0.15
H 1.164 1.352 1.899 0.13
H -0.455 1.706 1.247 0.13
H -0.027 3.012 3.296 0.11
H 0.287 1.524 4.211 0.13
H -1.417 4.421 3.629 0.10
H -3.065 6.045 2.911 0.11
H -5.286 5.320 2.084 0.11
H -4.156 1.256 2.658 0.11
H -3.036 0.218 4.014 0.12
H -1.370 -0.044 4.546 0.13
H -1.864 -1.410 2.538 0.12
H -2.238 0.073 1.618 0.13
H -0.339 0.065 -0.566 0.12
H -1.307 -1.375 -0.141 0.13
```

Output
energy relative to the best compared isomer or geometry (same formula, charge and spin) = 0.40 kcal per mole
E_HOMO = -7.843 eV
SMILES string = CCN(CC)CC(=O)N1CCC[C@H](N2CCN(c3cccc(C(F)(F)F)c3)CC2)C1
Kohn-Sham gap = 8.53 eV
LUMO = 0.7 eV